{"formula": "C35H29ClIrN3O5PSTe", "method": "the ωB97M-V functional and the def2-TZVPD basis", "species": ["Ir", "O", "C", "O", "C", "C", "C", "C", "C", "C", "P", "C", "C", "C", "C", "C", "C", "C", "C", "C", "C", "C", "C", "H", "H", "H", "H", "H", "H", "H", "H", "H", "H", "H", "H", "H", "H", "S", "C", "C", "N", "C", "H", "H", "H", "O", "N", "O", "O", "Cl", "C", "C", "C", "C", "N", "C", "H", "H", "H", "H", "C", "Te", "C", "C", "C", "C", "C", "C", "C", "H", "H", "H", "H", "H", "H", "H", "H"], "xyz": [[-0.69045, -1.64394, -0.05467], [2.72882, 0.49990, 1.97087], [2.03427, 0.53437, 0.92698], [0.77563, 0.54236, 0.98051], [2.69183, 0.62590, -0.41133], [4.02817, 1.01447, -0.45168], [4.68707, 1.14069, -1.66154], [4.02736, 0.83419, -2.83910], [2.70704, 0.41505, -2.81184], [2.00662, 0.32618, -1.60996], [0.23939, -0.14042, -1.70268], [0.16471, -1.13902, -3.22627], [0.54243, -2.47675, -3.07751], [0.55444, -3.33360, -4.16495], [0.18174, -2.85667, -5.41538], [-0.19331, -1.53059, -5.57209], [-0.19882, -0.66769, -4.48423], [-0.65514, 1.38990, -2.00639], [-1.92820, 1.31120, -2.57287], [-2.67284, 2.46097, -2.76509], [-2.15684, 3.69039, -2.37627], [-0.89307, 3.77034, -1.81016], [-0.14005, 2.62179, -1.61941], [4.54008, 1.21988, 0.47814], [5.71725, 1.46973, -1.68069], [4.54599, 0.91384, -3.78510], [2.21091, 0.16378, -3.73951], [0.83999, -2.83390, -2.09334], [0.86363, -4.36318, -4.04001], [0.18961, -3.51779, -6.27172], [-0.47871, -1.16637, -6.55011], [-0.48125, 0.36950, -4.61416], [-2.32724, 0.34578, -2.86303], [-3.65717, 2.39907, -3.20946], [-2.74556, 4.58778, -2.51175], [-0.49353, 4.73237, -1.51795], [0.84825, 2.68701, -1.18145], [0.76433, -3.96526, 3.66512], [2.14948, -3.53439, 2.75643], [1.77805, -3.03273, 1.55459], [0.41803, -2.97854, 1.35607], [-0.23388, -3.44201, 2.39387], [3.14431, -3.70990, 3.13084], [2.44739, -2.70272, 0.77467], [-1.31079, -3.50050, 2.44942], [-1.89252, 1.18069, 2.34134], [-1.96573, 0.25952, 1.54034], [-1.70102, -0.93836, 1.94221], [-2.23653, 0.41055, 0.34928], [-5.17515, -2.03518, -3.41509], [-3.96170, -2.93957, -2.60741], [-3.73961, -4.27722, -2.90256], [-2.72221, -4.93951, -2.23738], [-1.95889, -4.25119, -1.31295], [-2.18266, -2.96519, -1.02861], [-3.17568, -2.32124, -1.65109], [-4.35125, -4.78135, -3.63853], [-2.51450, -5.98106, -2.43650], [-1.14896, -4.73550, -0.78260], [-3.35279, -1.28961, -1.37176], [1.12440, 2.52585, 3.32656], [0.90953, 0.42705, 3.56691], [-0.21740, 1.00064, 5.37622], [0.10155, 2.40401, 5.63214], [-0.11720, 2.99492, 6.89951], [-0.03795, 4.35064, 7.02596], [0.32681, 5.15564, 5.91225], [0.65009, 4.57927, 4.68786], [0.58741, 3.21008, 4.54313], [0.60204, 2.82559, 2.41423], [2.18693, 2.73902, 3.19920], [-0.04981, 0.36027, 6.24108], [-1.25435, 0.88108, 5.03278], [-0.41447, 2.37585, 7.73505], [-0.26858, 4.81829, 7.97361], [0.39503, 6.22887, 6.03394], [0.98520, 5.19667, 3.86505]], "forces_ev_per_angstrom": [[0.06, 0.23, 0.13], [0.26, -0.04, 0.38], [0.08, 0.21, -0.54], [-0.56, -0.06, 0.20], [-0.02, -0.24, -0.23], [-0.14, -0.04, 0.05], [0.09, 0.02, -0.01], [0.12, 0.00, -0.03], [-0.18, 0.03, 0.08], [0.17, 0.11, 0.40], [0.07, -0.70, 0.00], [0.03, -0.02, 0.11], [-0.07, 0.11, 0.00], [0.03, 0.01, 0.03], [0.01, -0.03, 0.00], [-0.03, 0.02, -0.04], [-0.01, 0.05, 0.07], [-0.12, -0.07, 0.05], [0.07, 0.00, 0.06], [-0.03, -0.04, 0.02], [0.00, 0.01, 0.01], [-0.04, 0.03, 0.02], [0.04, -0.03, -0.04], [-0.02, 0.01, 0.02], [0.00, -0.02, -0.02], [-0.02, 0.00, -0.01], [0.05, 0.02, -0.01], [0.04, -0.08, -0.06], [-0.02, 0.00, -0.02], [0.00, -0.01, 0.01], [0.00, 0.03, 0.01], [0.00, -0.01, -0.04], [-0.06, 0.04, -0.03], [0.00, 0.00, 0.00], [0.02, 0.00, -0.03], [0.01, 0.00, 0.00], [0.00, 0.01, -0.01], [-0.03, 0.02, -0.16], [-0.08, -0.10, 0.02], [0.12, 0.03, -0.05], [-0.14, 0.12, -0.09], [0.11, -0.19, 0.15], [0.01, 0.06, -0.02], [-0.02, 0.04, 0.00], [0.00, 0.09, 0.01], [-0.06, -0.04, 0.05], [0.03, 0.01, 0.36], [0.51, 0.05, -0.40], [-0.17, 0.16, -0.10], [-0.05, 0.02, 0.01], [0.11, -0.10, 0.10], [0.00, 0.02, -0.06], [-0.02, 0.00, 0.04], [0.04, -0.08, 0.02], [0.10, 0.29, 0.01], [-0.19, 0.05, -0.05], [0.01, 0.01, -0.01], [-0.02, 0.00, 0.01], [0.03, 0.05, -0.01], [0.06, 0.01, -0.01], [-0.38, 0.01, 0.14], [0.29, -0.20, -0.56], [-0.10, 0.47, 0.41], [-0.15, -0.20, -0.12], [0.22, 0.04, 0.10], [-0.02, 0.04, -0.01], [0.01, -0.15, 0.06], [-0.03, 0.01, 0.02], [0.02, 0.10, -0.05], [-0.02, -0.11, 0.00], [0.01, -0.11, -0.02], [-0.14, 0.01, 0.04], [0.08, -0.06, -0.34], [-0.02, -0.02, -0.02], [-0.01, 0.05, -0.04], [-0.01, -0.01, 0.01], [0.02, 0.03, 0.03]], "charge": 2, "e_tot_ev": -94231.604, "largest_force_ev_per_a": 0.7, "homo_lumo_gap_ev": [7.59, 4.30], "spin_multiplicity": 6, "relative_energy_kcal_mol": 3.0}